#a
# C2HF3N2O

2 unconnected molecules or ions with the total composition C2HF3N2O (wB97M-V/def2-TZVPD, the Open Molecules 2025 dataset).

Frontier orbital gap (alpha / beta): 0.334 / 0.334 Eh

The geometry in ORCA input format:
```
! wB97M-V def2-TZVPD RIJCOSX def2/J DEFGRID3
* xyz 0 1
C -1.167 1.111 0.587
C 1.822 -0.319 0.068
N -1.541 0.256 -0.139
N -1.964 -0.817 -0.434
O 1.390 0.066 -0.991
F -1.383 2.430 0.485
F 2.031 0.428 1.068
F -1.146 -1.779 -1.017
H 1.957 -1.377 0.372
*
```

#b
# C2HF3N2O

2 unconnected molecules or ions with the total composition C2HF3N2O (wB97M-V/def2-TZVPD, the Open Molecules 2025 dataset).

SMILES: [O-]/[N+](F)=N/F.C#CF
Frontier orbital gap: 0.390 Eh

The geometry in ORCA input format:
```
! wB97M-V def2-TZVPD RIJCOSX def2/J DEFGRID3
* xyz 0 1
O -0.644 0.746 -1.030
N 0.416 1.006 -0.714
F 1.391 0.029 -1.365
N 0.835 1.924 0.012
F 2.136 2.172 0.152
C -1.521 -1.106 1.008
C -0.618 -1.736 0.613
F 0.475 -2.453 0.395
H -2.471 -0.582 0.930
*
```

The computed energies, referenced to the most stable structure and given in eV, are #a 0.000; #b 3.615.

#a
# C7H14NO

A gas-phase ion, C7H14NO (charge +1) (wB97M-V/def2-TZVPD, the Open Molecules 2025 dataset).

SMILES: CO[C@@H](C)[N+]1=C(C)[C@@H]1C
Frontier orbital gap: 0.406 Eh

The geometry in ORCA input format:
```
! wB97M-V def2-TZVPD RIJCOSX def2/J DEFGRID3
* xyz 1 1
C 2.546 1.239 -1.033
O 2.104 0.268 -0.117
C 1.170 -0.668 -0.446
C 1.106 -1.859 0.454
N -0.281 0.013 -0.156
C -1.087 0.940 0.250
C -1.041 2.168 1.009
C -1.744 -0.237 -0.351
C -2.410 -1.442 0.257
H 2.844 0.860 -2.003
H 3.566 1.506 -0.545
H 1.851 2.041 -1.167
H 1.165 -0.806 -1.497
H 0.904 -1.535 1.599
H 2.092 -2.400 0.452
H 0.323 -2.417 0.170
H -0.066 2.277 1.511
H -1.997 2.327 1.605
H -1.096 2.817 0.098
H -2.207 0.003 -1.339
H -2.309 -2.262 -0.348
H -3.440 -1.233 0.393
H -1.992 -1.600 1.204
*
```

#b
# C7H14NO

3 unconnected molecules or ions with the total composition C7H14NO (wB97M-V/def2-TZVPD, the Open Molecules 2025 dataset).

Frontier orbital gap (alpha / beta): 0.306 / 0.263 Eh

The geometry in ORCA input format:
```
! wB97M-V def2-TZVPD RIJCOSX def2/J DEFGRID3
* xyz 1 1
C 2.052 0.681 0.992
C 1.033 0.237 0.471
C 3.127 1.486 1.480
C -1.876 -0.310 1.446
C -2.379 0.136 -0.932
C 0.852 -2.154 -1.031
C -0.080 -0.140 -0.242
N -1.411 0.392 0.158
O -0.166 -1.425 -0.706
H 3.560 1.009 2.253
H 2.631 2.326 1.727
H 3.985 1.528 0.766
H -2.207 -1.340 1.448
H -1.066 0.026 2.143
H -2.830 0.348 1.719
H -3.280 0.914 -0.957
H -2.033 0.408 -1.937
H -2.698 -0.794 -0.919
H 0.640 -3.014 -1.748
H 1.728 -1.884 -0.559
H 0.732 0.490 -2.975
H 1.052 -0.282 -2.689
H -1.367 1.363 0.093
*
```

The computed energies, referenced to the most stable structure and given in eV, are #a 0.000; #b 4.628.

#a
# C19H14Cl2N8O4RhSSe

A molecular structure, C19H14Cl2N8O4RhSSe (wB97M-V/def2-TZVPD, the Open Molecules 2025 dataset).

Frontier orbital gap: 0.255 Eh

The geometry in ORCA input format:
```
! wB97M-V def2-TZVPD RIJCOSX def2/J DEFGRID3
* xyz 1 1
Rh 0.268 -0.383 1.277
N 0.027 1.127 2.973
N 0.443 0.507 4.151
C 1.011 -0.766 4.079
O 1.539 -1.234 5.054
O 0.902 -1.329 2.909
H 0.516 1.997 2.779
H -0.985 1.248 2.951
H 0.790 1.086 4.900
Se -0.487 -3.726 -5.608
N 0.584 -4.025 -4.235
C 0.337 -3.109 -3.338
C 0.986 -3.047 -2.034
C 1.935 -3.970 -1.584
C 2.425 -3.858 -0.301
C 1.951 -2.841 0.524
N 1.067 -1.960 0.085
C 0.599 -2.033 -1.169
C -0.328 -0.997 -1.569
N -0.487 0.015 -0.708
C -1.357 0.977 -0.988
C -2.114 0.971 -2.155
C -1.927 -0.045 -3.069
C -1.000 -1.049 -2.785
C -0.679 -2.144 -3.691
N -1.235 -2.310 -4.862
H 2.263 -4.753 -2.254
H 3.157 -4.555 0.080
H 2.267 -2.736 1.555
H -1.454 1.773 -0.262
H -2.836 1.756 -2.331
H -2.489 -0.088 -3.993
S 2.288 0.772 0.803
C 1.858 2.406 0.493
N 2.193 2.890 -0.735
C 2.055 4.188 -1.065
C 1.526 5.052 -0.154
C 1.145 4.510 1.076
N 1.312 3.234 1.386
H 2.608 2.230 -1.383
H 2.373 4.481 -2.056
H 1.417 6.103 -0.369
H 0.698 5.134 1.842
Cl -3.788 1.688 2.670
C -4.125 0.053 2.065
Cl -4.793 0.115 0.419
C -2.835 -0.818 2.010
O -2.927 -1.964 2.370
O -1.844 -0.153 1.527
H -4.850 -0.418 2.716
*
```

#b
# C19H14Cl2N8O4RhSSe

A molecular structure, C19H14Cl2N8O4RhSSe (wB97M-V/def2-TZVPD, the Open Molecules 2025 dataset).

Frontier orbital gap: 0.267 Eh

The geometry in ORCA input format:
```
! wB97M-V def2-TZVPD RIJCOSX def2/J DEFGRID3
* xyz 1 1
Rh 0.019 -0.060 0.889
N 0.296 -0.443 3.072
N 1.645 -0.076 3.283
C 2.528 -0.054 2.191
O 3.697 0.207 2.394
O 1.980 -0.236 1.035
H -0.286 0.081 3.719
H 0.135 -1.442 3.220
H 2.062 -0.313 4.171
Se -4.962 -0.158 -4.796
N -3.193 -0.138 -4.721
C -2.836 -0.105 -3.462
C -1.466 -0.068 -3.010
C -0.354 -0.088 -3.849
C 0.909 -0.047 -3.297
C 1.047 0.006 -1.916
N 0.000 0.032 -1.114
C -1.250 -0.013 -1.625
C -2.325 -0.021 -0.681
N -1.975 -0.004 0.629
C -2.937 -0.022 1.542
C -4.285 -0.034 1.215
C -4.661 -0.048 -0.114
C -3.669 -0.054 -1.090
C -3.928 -0.093 -2.511
N -5.127 -0.118 -3.033
H -0.506 -0.141 -4.919
H 1.788 -0.065 -3.923
H 2.018 0.032 -1.443
H -2.626 -0.021 2.578
H -5.030 -0.031 1.996
H -5.700 -0.051 -0.415
S 0.173 2.424 1.540
C 1.830 2.638 1.094
N 2.682 3.060 2.070
C 4.007 3.163 1.837
C 4.478 2.922 0.579
C 3.554 2.536 -0.391
N 2.259 2.399 -0.129
H 2.320 3.182 3.006
H 4.638 3.423 2.673
H 5.532 2.991 0.362
H 3.851 2.306 -1.406
Cl 0.611 -4.860 2.217
C 0.777 -4.486 0.514
Cl -0.140 -5.588 -0.500
C 0.295 -2.975 0.154
O 0.554 -2.649 -0.990
O -0.254 -2.381 1.120
H 1.827 -4.521 0.237
*
```

The computed energies, referenced to the most stable structure and given in eV, are #a 1.024; #b 0.000.

#a
# C7H13N3S

A single C7H13N3S molecule (wB97M-V/def2-TZVPD, the Open Molecules 2025 dataset).

SMILES: Cc1[nH]cnc1CSCCN
Frontier orbital gap: 0.329 Eh

The geometry in ORCA input format:
```
! wB97M-V def2-TZVPD RIJCOSX def2/J DEFGRID3
* xyz 0 1
C -1.947 -1.725 0.361
C -1.607 -0.681 -0.711
N -2.595 0.219 -1.085
C -2.085 1.004 -2.065
N -0.813 0.744 -2.280
C -0.511 -0.317 -1.472
C 0.844 -0.984 -1.516
S 2.102 -0.073 -0.646
C 1.491 -0.039 1.058
C 2.378 0.866 1.942
N 2.137 2.342 1.743
H -1.119 -2.397 0.541
H -2.209 -1.167 1.280
H -2.779 -2.337 0.105
H -3.571 0.278 -0.737
H -2.679 1.742 -2.639
H 0.735 -1.989 -1.161
H 1.132 -1.115 -2.572
H 0.451 0.263 1.019
H 1.504 -1.113 1.362
H 2.176 0.681 3.017
H 3.472 0.665 1.756
H 2.331 2.578 0.770
H 1.161 2.555 1.930
*
```

#b
# C7H13N3S

2 unconnected molecules or ions with the total composition C7H13N3S (wB97M-V/def2-TZVPD, the Open Molecules 2025 dataset).

Frontier orbital gap: 0.299 Eh

The geometry in ORCA input format:
```
! wB97M-V def2-TZVPD RIJCOSX def2/J DEFGRID3
* xyz 0 1
C -0.537 0.238 0.191
C -3.030 -0.838 -0.396
C 0.150 -2.236 0.215
C 0.937 -0.395 1.894
C 1.696 -0.296 -0.410
C -1.941 3.368 -0.303
C 0.538 -0.761 0.437
N -1.042 1.278 0.249
N -2.824 -0.450 -1.517
N -1.940 2.079 0.413
S -3.186 -1.654 0.897
H -0.869 -2.284 -0.181
H 0.607 -2.793 -0.663
H 0.153 -2.934 1.066
H 0.064 -0.488 2.605
H 1.200 0.741 1.881
H 1.783 -0.972 2.138
H 2.516 -0.939 -0.607
H 2.247 0.551 0.041
H 1.287 0.127 -1.381
H -2.117 4.205 0.392
H -0.998 3.512 -1.006
H -2.821 3.389 -0.900
H -3.393 0.099 -2.064
*
```

The computed energies, referenced to the most stable structure and given in eV, are #a 0.000; #b 4.783.

#a
# H4N2O2P

A gas-phase ion, H4N2O2P (charge -1) (wB97M-V/def2-TZVPD, the Open Molecules 2025 dataset).

SMILES: NN[P@H](=O)[O-]
Frontier orbital gap: 0.337 Eh

The geometry in ORCA input format:
```
! wB97M-V def2-TZVPD RIJCOSX def2/J DEFGRID3
* xyz -1 1
N -0.305 -1.408 0.542
N -0.258 -0.032 0.830
P 0.253 0.846 -0.588
O -0.830 0.826 -1.618
O 1.638 0.448 -0.857
H -1.302 -1.598 0.714
H -0.134 -1.395 -0.454
H 0.506 0.200 1.444
H 0.432 2.114 -0.014
*
```

#b
# H4N2O2P

2 unconnected molecules or ions with the total composition H4N2O2P (wB97M-V/def2-TZVPD, the Open Molecules 2025 dataset).

Frontier orbital gap: 0.345 Eh

The geometry in ORCA input format:
```
! wB97M-V def2-TZVPD RIJCOSX def2/J DEFGRID3
* xyz -1 1
N -0.614 -0.431 0.808
N 0.588 0.046 0.340
O -0.539 -0.482 -1.968
O 2.012 -0.095 -1.919
P 0.662 0.196 -1.389
H -1.046 0.301 1.372
H -1.212 -0.666 0.006
H 1.662 -1.030 0.353
H 0.452 1.595 -1.404
*
```

#c
# H4N2O2P

A gas-phase ion, H4N2O2P (charge -1) (wB97M-V/def2-TZVPD, the Open Molecules 2025 dataset).

SMILES: NP(N)(=O)[O-]
Frontier orbital gap: 0.327 Eh

The geometry in ORCA input format:
```
! wB97M-V def2-TZVPD RIJCOSX def2/J DEFGRID3
* xyz -1 1
N 0.767 0.396 -1.205
P -0.500 -0.077 -0.181
N 0.536 -0.302 1.204
O -1.036 -1.640 -0.415
O -1.471 1.028 -0.125
H 0.121 0.339 -1.897
H 0.933 1.294 -0.860
H 0.257 0.225 2.012
H 0.393 -1.263 1.467
*
```

The computed energies, referenced to the most stable structure and given in eV, are #a 0.900; #b 2.427; #c 0.000.

#a
# C3H3FOS

A single C3H3FOS molecule (wB97M-V/def2-TZVPD, the Open Molecules 2025 dataset).

SMILES: O=CS/C=C/F
Frontier orbital gap: 0.363 Eh

The geometry in ORCA input format:
```
! wB97M-V def2-TZVPD RIJCOSX def2/J DEFGRID3
* xyz 0 1
O -2.522 -1.647 1.359
C -1.450 -1.149 1.200
S -1.157 -0.201 -0.306
C 0.540 0.411 -0.192
C 1.129 1.038 -1.246
F 2.445 1.242 -1.179
H -0.658 -1.186 1.893
H 0.892 0.258 0.765
H 0.781 1.234 -2.296
*
```

#b
# C3H3FOS

A single C3H3FOS molecule (wB97M-V/def2-TZVPD, the Open Molecules 2025 dataset).

SMILES: OC(=S)/C=C/F
Frontier orbital gap: 0.310 Eh

The geometry in ORCA input format:
```
! wB97M-V def2-TZVPD RIJCOSX def2/J DEFGRID3
* xyz 0 1
O 1.592 1.190 -0.002
C 0.863 0.013 -0.073
S 1.876 -1.323 0.005
C -0.621 0.431 0.199
C -1.499 -0.645 0.136
F -2.812 -0.523 -0.105
H 2.593 1.110 -0.129
H -0.792 1.506 -0.129
H -1.202 -1.759 0.098
*
```

#c
# C3H3FOS

A single C3H3FOS molecule (wB97M-V/def2-TZVPD, the Open Molecules 2025 dataset).

SMILES: C=C(F)C(O)=S
Frontier orbital gap: 0.301 Eh

The geometry in ORCA input format:
```
! wB97M-V def2-TZVPD RIJCOSX def2/J DEFGRID3
* xyz 0 1
C -0.279 -0.249 1.493
C 0.420 -0.443 0.230
F 1.602 -0.703 -0.225
C -0.399 0.248 -0.908
O 0.308 0.594 -1.975
S -2.005 0.634 -0.696
H 0.267 -0.670 2.347
H -1.144 0.390 1.598
H 1.232 0.199 -1.864
*
```

#d
# C3H3FOS

A single C3H3FOS molecule (wB97M-V/def2-TZVPD, the Open Molecules 2025 dataset).

SMILES: F[C@@H]1COC1=S
Frontier orbital gap: 0.337 Eh

The geometry in ORCA input format:
```
! wB97M-V def2-TZVPD RIJCOSX def2/J DEFGRID3
* xyz 0 1
F 1.149 0.822 1.039
C -0.277 0.548 0.517
C 0.022 -0.931 0.357
O 0.411 -0.857 -1.267
C 0.001 0.566 -1.059
S 0.010 1.709 -2.069
H -1.153 1.015 1.076
H -1.011 -1.592 0.345
H 0.849 -1.282 1.062
*
```

The computed energies, referenced to the most stable structure and given in eV, are #a 0.000; #b 0.439; #c 0.851; #d 2.182.

#a
# C13H26O16

A molecular structure, C13H26O16 (wB97M-V/def2-TZVPD, the Open Molecules 2025 dataset).

Frontier orbital gap: 0.077 Eh

The geometry in ORCA input format:
```
! wB97M-V def2-TZVPD RIJCOSX def2/J DEFGRID3
* xyz -2 1
O -1.874 1.494 8.382
H -1.264 1.282 7.648
O -0.707 -1.523 2.339
C -1.212 -0.957 3.352
O -1.232 -1.684 4.361
O -1.626 0.211 3.289
H -0.717 -2.221 2.998
C -0.129 3.405 -2.890
O -0.474 4.096 -4.095
C -0.279 5.402 -4.252
O 0.210 6.163 -3.399
O -0.790 5.774 -5.456
C -0.364 6.901 -6.199
H 0.827 2.931 -3.113
H -0.854 2.612 -2.705
H -0.076 4.037 -2.004
H -0.301 7.733 -5.497
H -1.277 7.201 -6.713
H 0.479 6.861 -6.888
C 3.090 4.602 3.224
O 2.903 5.951 3.054
C 1.972 6.700 3.657
O 0.987 6.309 4.199
O 2.344 7.986 3.423
C 1.433 9.078 3.746
H 2.388 4.082 2.572
H 2.877 4.284 4.245
H 4.066 4.193 2.961
H 0.430 9.079 3.321
H 1.843 10.085 3.660
H 1.209 9.071 4.813
C -5.422 -4.570 -2.371
O -6.816 -4.392 -2.419
C -7.669 -5.462 -2.423
O -7.291 -6.604 -2.099
O -8.856 -5.089 -2.800
C -9.916 -5.990 -2.825
H -4.931 -3.713 -2.831
H -5.047 -5.414 -2.951
H -5.097 -4.702 -1.339
H -10.632 -5.744 -2.041
H -9.623 -6.998 -2.533
H -10.407 -6.007 -3.798
C 5.045 -4.574 0.108
O 5.573 -5.923 0.025
C 6.555 -6.273 0.744
O 7.279 -5.547 1.417
O 6.662 -7.578 0.634
C 7.733 -8.332 1.203
H 5.758 -3.890 -0.354
H 4.957 -4.196 1.127
H 4.107 -4.376 -0.409
H 8.069 -8.071 2.207
H 8.541 -8.287 0.473
H 7.550 -9.406 1.225
*
```

#b
# C13H26O16

6 unconnected molecules or ions with the total composition C13H26O16 (wB97M-V/def2-TZVPD, the Open Molecules 2025 dataset).

Frontier orbital gap: 0.102 Eh

The geometry in ORCA input format:
```
! wB97M-V def2-TZVPD RIJCOSX def2/J DEFGRID3
* xyz -2 1
O -6.486 1.128 -1.771
H -6.426 0.193 -2.048
O -2.411 0.798 0.498
C -1.794 1.905 0.881
O -2.219 3.024 0.796
O -0.861 1.650 1.642
H -3.112 1.161 -0.048
C 0.935 -1.908 -4.854
O 1.825 -1.349 -5.815
C 3.141 -1.688 -5.888
O 3.572 -2.718 -5.511
O 3.865 -0.795 -6.646
C 5.086 -1.302 -7.241
H -0.100 -1.574 -4.925
H 1.252 -1.512 -3.889
H 0.921 -2.998 -4.857
H 5.703 -0.461 -7.558
H 4.951 -1.943 -8.112
H 5.760 -1.823 -6.561
C 4.735 3.177 11.190
O 3.943 2.036 10.924
C 3.201 1.972 9.859
O 2.927 2.848 9.024
O 2.714 0.751 9.933
C 1.758 0.272 8.899
H 5.321 3.103 12.107
H 4.198 4.109 11.365
H 5.521 3.426 10.478
H 1.445 -0.753 9.099
H 2.199 0.303 7.903
H 0.819 0.825 8.880
C -5.238 9.315 -5.315
O -4.417 8.294 -5.883
C -4.172 7.234 -5.205
O -4.647 6.981 -4.141
O -3.169 6.590 -5.825
C -2.851 5.258 -5.471
H -4.945 9.638 -4.316
H -6.291 9.046 -5.238
H -5.082 10.177 -5.965
H -3.291 4.459 -6.067
H -3.130 5.089 -4.431
H -1.773 5.099 -5.499
C -1.016 -10.429 0.617
O -0.327 -9.211 0.371
C -0.265 -8.231 1.347
O -0.747 -8.320 2.458
O 0.443 -7.181 0.926
C 0.479 -6.040 1.801
H -0.414 -10.952 1.359
H -1.030 -11.048 -0.281
H -2.056 -10.462 0.942
H -0.468 -5.854 2.308
H 0.741 -5.149 1.230
H 1.286 -6.156 2.525
*
```

The computed energies, referenced to the most stable structure and given in eV, are #a 1.250; #b 0.000.